Entry 1:
{
  "formula": "C20H28BrN4O5",
  "method": "ωB97M-V/def2-TZVPD",
  "orbital_gap_ha": 0.352,
  "max_force_ev_per_a": 0.5,
  "total_energy_ha": -3947.70784,
  "total_charge": 1,
  "species": ["O", "C", "C", "C", "C", "N", "C", "C", "N", "C", "Br", "C", "H", "H", "H", "H", "H", "H", "H", "H", "H", "H", "H", "H", "H", "H", "H", "H", "H", "H", "C", "C", "C", "C", "C", "C", "N", "O", "O", "H", "H", "H", "H", "H", "C", "C", "C", "C", "C", "C", "N", "O", "O", "H", "H", "H", "H", "H"],
  "coordinates": [[3.037, 0.397, 1.898], [3.757, 1.629, 2.094], [2.733, 2.734, 2.240], [2.035, 3.187, 0.941], [0.601, 2.684, 0.833], [0.494, 1.194, 0.654], [0.778, 0.742, -0.745], [0.839, -0.773, -0.718], [-0.427, -1.367, -0.344], [-1.207, -0.741, 0.696], [-3.095, -0.792, 0.210], [-0.884, 0.738, 1.031], [3.530, -0.158, 1.285], [4.362, 1.558, 3.000], [4.425, 1.801, 1.246], [3.194, 3.587, 2.738], [1.979, 2.358, 2.946], [1.968, 4.276, 0.939], [2.609, 2.925, 0.048], [0.054, 3.109, -0.010], [0.061, 2.936, 1.748], [1.195, 0.736, 1.260], [-0.081, 1.072, -1.335], [1.685, 1.224, -1.106], [1.603, -1.085, 0.001], [1.149, -1.161, -1.687], [-0.993, -1.663, -1.123], [-1.193, -1.330, 1.615], [-1.575, 1.406, 0.517], [-0.994, 0.900, 2.103], [-3.276, 1.096, -3.345], [-2.152, 1.457, -4.075], [-2.268, 1.827, -5.405], [-3.527, 1.828, -5.974], [-4.663, 1.473, -5.273], [-4.529, 1.103, -3.943], [-3.660, 2.227, -7.393], [-2.643, 2.512, -7.987], [-4.774, 2.238, -7.865], [-3.184, 0.805, -2.306], [-1.170, 1.451, -3.617], [-1.411, 2.110, -5.997], [-5.625, 1.487, -5.763], [-5.406, 0.821, -3.377], [2.270, -2.345, 3.691], [1.075, -2.293, 2.986], [0.283, -3.420, 2.852], [0.711, -4.589, 3.451], [1.888, -4.670, 4.171], [2.673, -3.532, 4.288], [-0.129, -5.798, 3.312], [-1.140, -5.697, 2.649], [0.254, -6.807, 3.857], [2.876, -1.454, 3.783], [0.754, -1.359, 2.542], [-0.644, -3.409, 2.298], [2.178, -5.607, 4.623], [3.600, -3.577, 4.842]],
  "forces_ev_per_a": [[-0.2, 0.0, -0.4], [0.0, 0.1, 0.0], [-0.1, 0.0, 0.1], [-0.1, -0.1, 0.1], [0.0, 0.0, -0.1], [-0.1, -0.2, 0.1], [-0.3, 0.1, 0.0], [0.0, -0.1, 0.2], [-0.2, 0.1, -0.1], [0.0, 0.0, 0.1], [0.0, -0.1, 0.1], [-0.1, 0.0, 0.1], [0.1, -0.1, 0.2], [0.0, -0.1, 0.0], [0.0, 0.1, 0.1], [0.1, 0.0, -0.1], [0.1, 0.1, 0.0], [0.0, 0.0, -0.1], [0.0, 0.0, 0.1], [0.1, 0.1, 0.0], [0.0, -0.1, -0.1], [0.2, 0.1, 0.1], [0.2, 0.1, -0.1], [0.0, -0.1, 0.1], [0.1, 0.0, 0.0], [-0.1, 0.0, 0.0], [0.0, 0.0, 0.0], [0.1, 0.1, -0.1], [0.1, 0.0, -0.1], [-0.1, 0.0, 0.0], [0.0, 0.0, 0.0], [0.0, 0.0, 0.0], [0.0, 0.0, 0.0], [0.0, 0.0, 0.0], [0.0, 0.0, 0.0], [0.0, 0.0, 0.0], [0.0, -0.1, 0.1], [0.1, 0.0, 0.0], [-0.1, 0.0, 0.0], [0.0, 0.0, 0.0], [0.0, 0.0, 0.0], [0.0, 0.0, 0.0], [0.0, 0.0, 0.0], [0.0, 0.0, 0.0], [0.0, 0.0, 0.1], [0.0, 0.0, 0.0], [0.0, 0.1, 0.0], [0.0, 0.0, 0.0], [0.0, 0.0, 0.0], [0.0, 0.0, -0.1], [0.1, 0.0, -0.1], [-0.1, 0.0, 0.0], [0.0, -0.1, 0.1], [0.0, 0.0, 0.0], [0.1, 0.0, 0.0], [0.0, -0.1, 0.0], [0.0, 0.0, 0.0], [0.0, 0.0, 0.0]]
}



Entry 2:
{
  "formula": "C20H28Cl10F4O3",
  "method": "ωB97M-V/def2-TZVPD",
  "orbital_gap_ha": 0.320,
  "smiles": "O=C1C=CC(=O)C(CCOCC(F)(F)F)=C1F.ClCCCl.ClCCCl.ClCCCl.ClCCCl.ClCCCl",
  "max_force_ev_per_a": 3.5,
  "total_energy_ha": -6005.87167,
  "species": ["O", "C", "C", "C", "C", "O", "C", "C", "C", "O", "C", "C", "F", "F", "F", "C", "F", "H", "H", "H", "H", "H", "H", "H", "H", "Cl", "C", "C", "Cl", "H", "H", "H", "H", "Cl", "C", "C", "Cl", "H", "H", "H", "H", "Cl", "C", "C", "Cl", "H", "H", "H", "H", "Cl", "C", "C", "Cl", "H", "H", "H", "H", "Cl", "C", "C", "Cl", "H", "H", "H", "H"],
  "coordinates": [[-2.773, 1.154, 2.327], [-1.893, 1.927, 1.928], [-2.241, 3.310, 1.188], [-1.436, 3.673, 0.079], [-0.290, 2.621, -0.321], [-0.039, 2.303, -1.489], [0.477, 1.975, 0.936], [2.054, 1.817, 0.846], [2.598, 0.327, 1.033], [2.750, -0.113, 2.397], [3.644, 0.710, 3.152], [5.080, 0.931, 2.500], [5.962, 1.271, 3.566], [5.592, -0.153, 1.796], [5.029, 2.112, 1.698], [-0.320, 1.632, 2.047], [0.248, 1.093, 3.212], [-3.066, 4.006, 1.525], [-1.582, 4.632, -0.509], [2.348, 2.134, -0.230], [2.514, 2.594, 1.532], [1.810, -0.364, 0.564], [3.528, 0.213, 0.386], [3.809, 0.176, 4.153], [3.195, 1.727, 3.388], [-7.231, -0.037, 2.980], [-5.599, -0.614, 2.550], [-5.626, -1.605, 1.407], [-6.379, -3.153, 1.873], [-5.147, -1.045, 3.444], [-5.019, 0.264, 2.265], [-4.607, -1.833, 1.090], [-6.169, -1.211, 0.547], [-5.620, 0.184, -1.460], [-6.952, 0.632, -2.555], [-8.058, -0.403, -2.564], [-7.543, -1.929, -3.324], [-6.534, 0.782, -3.552], [-7.342, 1.589, -2.203], [-8.906, -0.032, -3.142], [-8.405, -0.627, -1.555], [4.206, -3.181, 1.708], [2.703, -3.941, 2.288], [1.712, -4.174, 1.167], [1.051, -2.648, 0.529], [2.283, -3.307, 3.070], [2.985, -4.896, 2.737], [0.864, -4.755, 1.536], [2.164, -4.721, 0.339], [3.488, 4.167, -1.427], [5.116, 3.580, -1.851], [5.082, 2.584, -2.990], [4.316, 1.048, -2.513], [5.564, 3.149, -0.954], [5.703, 4.454, -2.138], [6.100, 2.346, -3.305], [4.542, 2.978, -3.853], [2.827, -1.781, -3.126], [1.893, -3.295, -3.034], [0.700, -3.288, -3.967], [-0.551, -2.130, -3.449], [1.591, -3.443, -1.997], [2.574, -4.103, -3.309], [0.233, -4.275, -3.977], [0.991, -3.039, -4.988]],
  "forces_ev_per_a": [[2.5, 2.2, -0.8], [-0.9, -0.6, 0.6], [2.5, 0.4, -2.3], [-0.9, -1.6, 2.3], [-0.2, -0.2, -0.7], [-0.5, 1.1, 3.3], [-1.1, -0.4, 1.7], [-0.6, 0.2, -1.1], [-1.3, 0.3, -1.3], [1.2, 1.1, -0.5], [0.2, -0.7, 0.7], [0.1, 1.1, 0.9], [-1.4, -0.9, -2.3], [-0.9, 2.6, 1.4], [0.6, -2.6, 0.9], [1.2, 1.1, -2.2], [-1.5, 0.9, -2.2], [0.9, -1.4, -0.3], [0.2, -1.5, 0.7], [-0.5, -0.6, 1.8], [-0.5, -1.1, -0.7], [1.4, 1.1, 0.9], [-0.9, 0.1, 1.2], [-0.2, 0.7, -1.5], [0.7, -1.1, -0.4], [-0.1, 0.0, 0.0], [0.3, 0.0, -0.1], [0.1, 0.2, 0.0], [-0.1, -0.1, 0.0], [-0.1, 0.0, -0.1], [-0.1, -0.1, 0.0], [0.0, 0.1, 0.1], [0.0, -0.1, 0.3], [0.1, 0.1, -0.2], [-0.2, 0.1, -0.1], [-0.1, 0.1, 0.1], [0.0, 0.0, 0.0], [0.0, -0.1, 0.1], [0.0, -0.1, 0.0], [0.1, 0.0, 0.0], [0.1, 0.0, -0.1], [0.0, 0.0, 0.0], [-0.1, -0.1, 0.1], [0.0, -0.2, 0.1], [-0.1, -0.3, 0.0], [0.0, 0.0, -0.2], [0.0, 0.0, -0.1], [0.1, 0.1, 0.0], [0.0, 0.1, 0.1], [0.0, 0.1, 0.0], [0.3, 0.0, 0.0], [0.1, 0.1, -0.1], [0.0, 0.1, 0.0], [-0.1, 0.0, -0.1], [-0.1, -0.1, -0.1], [-0.1, 0.0, 0.1], [0.0, -0.1, 0.2], [-0.1, -0.1, 0.0], [0.0, -0.2, 0.0], [0.1, -0.2, -0.1], [0.0, 0.0, 0.0], [0.0, 0.2, -0.1], [-0.1, 0.1, -0.1], [0.1, 0.1, 0.1], [0.0, 0.1, 0.2]]
}